{"formula": "C8H12", "method": "ωB97M-V/def2-TZVPD", "species": ["C", "C", "C", "C", "C", "C", "C", "C", "H", "H", "H", "H", "H", "H", "H", "H", "H", "H", "H", "H"], "xyz": [[-1.733, -0.352, -1.955], [-2.524, 0.185, -1.097], [2.623, -0.754, -0.333], [1.515, -0.760, -1.037], [-1.049, 0.583, -1.024], [0.189, 1.507, 0.904], [-0.780, -0.836, 1.165], [-0.310, 0.277, 0.247], [-1.627, -0.772, -2.978], [-3.482, 0.349, -0.474], [3.603, -1.033, -0.648], [2.471, -0.210, 0.708], [1.312, -1.205, -2.027], [-0.777, 1.623, -1.338], [-0.562, 2.358, 0.951], [1.040, 1.917, 0.365], [0.574, 1.328, 1.971], [-1.621, -0.588, 1.842], [-0.917, -1.725, 0.496], [0.054, -0.960, 1.721]], "lowdin_charge": [-0.038, -0.010, -0.139, -0.025, -0.314, -0.100, -0.065, -0.327, 0.113, 0.138, 0.020, 0.072, 0.036, 0.129, 0.107, 0.075, 0.103, 0.100, 0.101, 0.023], "gap_ev": [8.15, 8.07], "homo_energy_ev": [-7.409, -7.338], "charge": 0, "multiplicity": 1}